(1)
The following is a quantum chemistry calculation of a 2-piece molecular cluster, C9H14O overall in a non-equilibrium geometry, from the Open Molecules 2025 dataset.

Each atom is followed by the atoms it is bonded to, with distances in Å.
Geometry (Å):
1 C -1.15770 1.72375 1.06011  C2 1.514, H3 1.088, H4 1.088, H5 1.097
2 C -0.34239 1.22345 2.23401  C1 1.514, H6 1.090, H7 1.089, H8 1.103
3 H -0.68498 2.46310 0.41762  C1 1.088
4 H -1.34864 0.92734 0.34329  C1 1.088
5 H -2.17294 2.05312 1.31291  C1 1.097
6 H -0.26361 0.13794 2.28919  C2 1.090
7 H 0.65902 1.65054 2.26984  C2 1.089
8 H -0.79050 1.54708 3.18821  C2 1.103
9 C -0.76769 -2.43243 0.55423  C11 1.496, H19 1.087, H20 1.091, H24 1.093
10 C -0.75013 -0.87279 -1.42175  C11 1.372, C12 1.443, H17 1.082
11 C -0.09542 -1.47048 -0.37427  C9 1.496, C10 1.372, C13 1.415
12 C -0.13367 0.16950 -2.20613  C10 1.443, C14 1.390, H18 1.083
13 C 1.21523 -1.05364 -0.04119  C11 1.415, C15 1.447, H21 1.081
14 C 1.15115 0.57305 -1.86234  C12 1.390, C15 1.381, O16 1.386
15 C 1.81472 0.03984 -0.77484  C13 1.447, C14 1.381, H22 1.080
16 O 1.78515 1.48833 -2.68717  C14 1.386, H23 0.968
17 H -1.74744 -1.19266 -1.69404  C10 1.082
18 H -0.61498 0.53035 -3.10641  C12 1.083
19 H -1.66440 -2.88451 0.13819  C9 1.087
20 H -1.11422 -1.94127 1.46425  C9 1.091
21 H 1.65165 -1.36613 0.89748  C13 1.081
22 H 2.82887 0.34559 -0.56537  C15 1.080
23 H 2.66605 1.59961 -2.30206  O16 0.968
24 H -0.12312 -3.25867 0.86626  C9 1.093

Summary:
Highest occupied orbital energy (spin up / spin down)   0.66 / -3.36 eV
Total charge   -1
Energy above the lowest of the compared OMol25 structures with the same formula, charge and spin   0.0775 eV
Expectation value of S²   0.7617
Frontier orbital gap (spin up / spin down)   3.3 / 7.3 eV
Multiplicity   2

(2)
The following is a quantum chemistry calculation of a 2-piece molecular cluster, C9H14O overall in a non-equilibrium geometry, from the Open Molecules 2025 dataset.

Each atom is followed by the atoms it is bonded to, with distances in Å.
Geometry (Å):
1 C 2.87961 2.25573 -1.50175  C2 1.557, H3 1.081, H4 1.079, H5 1.097
2 C 2.03873 3.17135 -0.56510  C1 1.557, H6 1.096, H7 1.094, H8 1.085
3 H 2.32718 1.74264 -2.27573  C1 1.081
4 H 3.67039 2.92970 -1.79313  C1 1.079
5 H 3.27075 1.40526 -0.93054  C1 1.097
6 H 1.88997 4.09166 -1.14070  C2 1.096
7 H 2.69487 3.56663 0.21613  C2 1.094
8 H 1.15877 2.73339 -0.10653  C2 1.085
9 C 0.32985 -3.04539 1.31320  C13 1.528, H21 1.099, H22 1.087, H24 1.088
10 C -2.51315 -1.47994 -0.61546  C11 1.388, C12 1.361, H17 1.082
11 C -2.42654 -0.19583 -0.09601  C10 1.388, C14 1.370, O16 1.393
12 C -1.65654 -2.43399 -0.15809  C10 1.361, C13 1.425, H18 1.080
13 C -0.70839 -2.03425 0.82764  C9 1.528, C12 1.425, C15 1.388
14 C -1.56130 0.21493 0.88304  C11 1.370, C15 1.438, H19 1.079
15 C -0.51840 -0.71641 1.21939  C13 1.388, C14 1.438, H23 1.075
16 O -3.41519 0.66520 -0.56693  C11 1.393, H20 0.937
17 H -3.32514 -1.71514 -1.29120  C10 1.082
18 H -1.54973 -3.48918 -0.36204  C12 1.080
19 H -1.41013 1.24653 1.16072  C14 1.079
20 H -3.14101 1.54421 -0.39385  O16 0.937
21 H 0.03804 -4.07198 1.05048  C9 1.099
22 H 0.28991 -2.99586 2.39841  C9 1.087
23 H 0.30742 -0.41190 1.83646  C15 1.075
24 H 1.33002 -2.97737 0.89159  C9 1.088

Summary:
Highest occupied orbital energy   -8.45 eV
SMILES string   Cc1ccc(O)cc1.CC
Energy above the lowest of the compared OMol25 structures with the same formula, charge and spin   1.0224 eV
Frontier orbital gap   9.2 eV
Multiplicity   1

(3)
The following is a quantum chemistry calculation of a 2-piece molecular cluster, C9H14O overall in a non-equilibrium geometry, from the Open Molecules 2025 dataset.

Each atom is followed by the atoms it is bonded to, with distances in Å.
Geometry (Å):
1 C -2.34748 0.02826 1.97372  C2 1.549, H3 1.107, H4 1.105, H5 1.092
2 C -2.07388 -0.37355 0.50272  C1 1.549, H6 1.080, H7 1.090, H8 1.071
3 H -2.91868 -0.76295 2.49666  C1 1.107
4 H -1.39463 0.38414 2.40601  C1 1.105
5 H -3.01857 0.88184 2.09379  C1 1.092
6 H -2.78531 -1.04508 0.04462  C2 1.080
7 H -2.16414 0.59802 0.01748  C2 1.090
8 H -1.10394 -0.78982 0.31981  C2 1.071
9 C 2.27843 -1.71777 0.70170  C11 1.480, H19 1.127, H20 1.084, H24 1.096
10 C 1.32022 -0.76401 -1.53798  C11 1.430, C12 1.399, H17 1.068
11 C 1.54695 -0.73335 -0.12686  C9 1.480, C10 1.430, C13 1.380
12 C 0.64364 0.20851 -2.28166  C10 1.399, C14 1.417, H18 1.074
13 C 1.18950 0.49142 0.39817  C11 1.380, C15 1.384, H21 1.109
14 C 0.15909 1.31447 -1.54091  C12 1.417, C15 1.353, O16 1.391
15 C 0.50975 1.50930 -0.24853  C13 1.384, C14 1.353, H22 1.102
16 O -0.55870 2.17407 -2.36563  C14 1.391, H23 0.964
17 H 1.57583 -1.66442 -2.05307  C10 1.068
18 H 0.47433 0.07420 -3.33371  C12 1.074
19 H 1.61361 -2.54763 1.07592  C9 1.127
20 H 2.75295 -1.25463 1.55946  C9 1.084
21 H 1.38242 0.69877 1.47071  C13 1.109
22 H 0.47340 2.49263 0.24836  C15 1.102
23 H -0.59795 3.03459 -1.93347  O16 0.964
24 H 3.04316 -2.23702 0.11269  C9 1.096

Summary:
Highest occupied orbital energy   -8.49 eV
SMILES string   Cc1ccc(O)cc1.CC
Energy above the lowest of the compared OMol25 structures with the same formula, charge and spin   0.9014 eV
Frontier orbital gap   9.4 eV
Multiplicity   1

(4)
The following is a quantum chemistry calculation of a 2-piece molecular cluster, C9H14O overall in a non-equilibrium geometry, from the Open Molecules 2025 dataset.

Each atom is followed by the atoms it is bonded to, with distances in Å.
Geometry (Å):
1 C 0.14954 1.59442 -2.48147  C7 1.560, H14 1.104, H15 1.112, H16 1.035
2 C 1.28439 -1.65047 0.01456  C3 1.355, C4 1.416, O8 1.395
3 C 1.25150 -0.46239 0.66552  C2 1.355, C5 1.480, H10 1.068
4 C 1.15989 -1.93210 -1.36712  C2 1.416, C6 1.434, H11 1.115
5 C 0.95117 0.69620 -0.20500  C3 1.480, C7 1.413, H12 1.048
6 C 0.74618 -0.80659 -2.15312  C4 1.434, C7 1.384, H13 1.072
7 C 0.59635 0.42806 -1.54669  C1 1.560, C5 1.413, C6 1.384
8 O 1.50275 -2.94167 0.49511  C2 1.395, H9 0.991
9 H 1.73249 -2.91860 1.45837  O8 0.991
10 H 1.48502 -0.38675 1.70460  C3 1.068
11 H 1.08659 -2.98326 -1.73056  C4 1.115
12 H 1.06911 1.66535 0.17588  C5 1.048
13 H 0.48524 -0.95588 -3.18196  C6 1.072
14 H 0.02604 2.45458 -1.80091  C1 1.104
15 H -0.64636 1.51182 -3.25299  C1 1.112
16 H 0.85537 2.02674 -3.10350  C1 1.035
17 C -3.45485 2.67088 2.65555  C18 1.537, H19 1.173, H20 1.046, H21 1.138
18 C -2.69281 1.33629 2.66273  C17 1.537, H22 1.116, H23 1.106, H24 1.103
19 H -3.63394 3.13922 1.59460  C17 1.173
20 H -4.37247 2.59166 3.15199  C17 1.046
21 H -2.86159 3.20826 3.46452  C17 1.138
22 H -2.93911 0.41878 2.07729  C18 1.116
23 H -1.66007 1.47394 2.29118  C18 1.106
24 H -2.59651 1.04174 3.72091  C18 1.103

Summary:
Highest occupied orbital energy   -8.40 eV
SMILES string   Cc1ccc(O)cc1.CC
Energy above the lowest of the compared OMol25 structures with the same formula, charge and spin   2.1999 eV
Frontier orbital gap   9.2 eV
Multiplicity   1

(5)
The following is a quantum chemistry calculation of a 2-piece molecular cluster, C9H14O overall in a non-equilibrium geometry, from the Open Molecules 2025 dataset.

Each atom is followed by the atoms it is bonded to, with distances in Å.
Geometry (Å):
1 C 3.05325 0.07934 -2.07875  C2 1.519, H3 1.092, H4 1.081, H5 1.099
2 C 1.67671 0.21137 -2.70713  C1 1.519, H6 1.090, H7 1.094, H8 1.097
3 H 3.77032 0.45471 -2.81240  C1 1.092
4 H 3.27021 -0.87930 -1.62852  C1 1.081
5 H 3.07249 0.78113 -1.23324  C1 1.099
6 H 1.33528 1.22072 -2.93513  C2 1.090
7 H 1.48171 -0.43528 -3.56764  C2 1.094
8 H 0.91023 -0.24703 -2.06961  C2 1.097
9 C -0.49757 2.19482 1.89018  C11 1.502, H19 1.082, H20 1.094, H24 1.101
10 C -0.95032 0.47186 0.07358  C11 1.396, C12 1.370, H17 1.088
11 C -0.94544 0.84111 1.41949  C9 1.502, C10 1.396, C14 1.375
12 C -1.34508 -0.76115 -0.37377  C10 1.370, C13 1.428, H18 1.071
13 C -1.61052 -1.77115 0.60075  C12 1.428, C15 1.372, O16 1.365
14 C -1.31753 -0.09269 2.35790  C11 1.375, C15 1.427, H21 1.081
15 C -1.72968 -1.38396 1.91206  C13 1.372, C14 1.427, H23 1.085
16 O -1.98638 -3.00357 0.15133  C13 1.365, H22 0.950
17 H -0.63708 1.24296 -0.62676  C10 1.088
18 H -1.49179 -0.99883 -1.40799  C12 1.071
19 H -1.08992 2.63635 2.68055  C9 1.082
20 H -0.46533 2.88745 1.04415  C9 1.094
21 H -1.08777 -0.00685 3.41074  C14 1.081
22 H -2.10311 -3.53020 0.93337  O16 0.950
23 H -1.83745 -2.15087 2.67132  C15 1.085
24 H 0.52478 2.23907 2.29551  C9 1.101

Summary:
Highest occupied orbital energy   -8.44 eV
SMILES string   Cc1ccc(O)cc1.CC
Energy above the lowest of the compared OMol25 structures with the same formula, charge and spin   0.7043 eV
Frontier orbital gap   9.3 eV
Multiplicity   1

(6)
The following is a quantum chemistry calculation of a 2-piece molecular cluster, C9H14O overall in a non-equilibrium geometry, from the Open Molecules 2025 dataset.

Each atom is followed by the atoms it is bonded to, with distances in Å.
Geometry (Å):
1 C -0.47185 -1.73801 0.44431  C7 1.486, H13 1.214, H14 1.144, H15 1.162
2 C 0.91617 1.52093 2.78748  C3 1.478, C4 1.422, H8 1.014
3 C -0.08012 1.59012 1.69776  C2 1.478, C5 1.303, H9 1.092
4 C 1.40748 0.23053 3.12703  C2 1.422, C6 1.444, H10 1.073
5 C -0.11473 0.59740 0.85514  C3 1.303, C7 1.347, H11 1.079
6 C 0.97382 -0.85846 2.28364  C4 1.444, C7 1.330, H12 1.112
7 C 0.16382 -0.66103 1.24703  C1 1.486, C5 1.347, C6 1.330
8 H 1.07646 2.38047 3.30193  C2 1.014
9 H -0.59983 2.55054 1.69637  C3 1.092
10 H 2.07370 0.21052 3.96808  C4 1.073
11 H -0.76493 0.68545 -0.00183  C5 1.079
12 H 1.34414 -1.84938 2.62497  C6 1.112
13 H 0.25923 -2.70506 0.50890  C1 1.214
14 H -0.74366 -1.81413 -0.66407  C1 1.144
15 H -1.43611 -1.88440 1.07685  C1 1.162
16 C -1.01318 0.43292 -3.53884  C17 1.657, O18 1.374, H19 1.099, H20 1.022
17 C 0.38832 0.19713 -2.68706  C16 1.657, H21 1.133, H23 1.056, H24 1.110
18 O -1.42854 -0.80711 -3.96011  C16 1.374, H22 0.957
19 H -1.77054 0.92096 -2.90933  C16 1.099
20 H -1.00928 0.83865 -4.47653  C16 1.022
21 H 1.16355 -0.31300 -3.33745  C17 1.133
22 H -2.00153 -1.20740 -3.30652  O18 0.957
23 H 0.29817 -0.43572 -1.84649  C17 1.056
24 H 0.52051 1.21018 -2.25286  C17 1.110

Summary:
Highest occupied orbital energy   -8.93 eV
SMILES string   Cc1ccccc1.CCO
Energy above the lowest of the compared OMol25 structures with the same formula, charge and spin   3.3637 eV
Frontier orbital gap   9.7 eV
Multiplicity   1